(1)
{"formula": "C20H30N4O3S", "method": "ωB97M-V/def2-TZVPD", "elements": ["C", "N", "C", "C", "C", "N", "C", "O", "C", "N", "C", "C", "C", "C", "C", "S", "O", "O", "N", "C", "C", "C", "C", "C", "C", "C", "C", "C", "H", "H", "H", "H", "H", "H", "H", "H", "H", "H", "H", "H", "H", "H", "H", "H", "H", "H", "H", "H", "H", "H", "H", "H", "H", "H", "H", "H", "H", "H"], "xyz": [[4.599, -4.754, 0.425], [4.355, -3.610, 1.284], [5.552, -3.247, 2.014], [3.238, -3.824, 2.188], [1.901, -3.890, 1.444], [1.779, -2.794, 0.513], [1.766, -2.977, -0.817], [1.701, -4.060, -1.358], [1.823, -1.687, -1.652], [1.545, -0.488, -0.921], [2.455, 0.471, -0.563], [1.855, 1.449, 0.168], [0.484, 1.089, 0.290], [-0.621, 1.663, 0.918], [-1.822, 1.004, 0.830], [-3.268, 1.738, 1.599], [-4.267, 0.719, 1.746], [-2.826, 2.448, 2.766], [-3.870, 2.866, 0.545], [-3.208, 4.140, 0.464], [-2.315, 4.339, -0.766], [-3.131, 4.500, -2.050], [-3.503, 3.184, -2.742], [-3.830, 2.019, -1.803], [-4.656, 2.399, -0.567], [-1.970, -0.209, 0.157], [-0.896, -0.801, -0.470], [0.328, -0.139, -0.406], [4.806, -5.671, 0.997], [3.740, -4.926, -0.219], [5.458, -4.540, -0.208], [6.349, -3.035, 1.303], [5.362, -2.347, 2.598], [5.894, -4.041, 2.696], [3.210, -2.975, 2.878], [3.355, -4.745, 2.788], [1.082, -3.849, 2.170], [1.810, -4.810, 0.864], [1.933, -1.870, 0.886], [1.119, -1.803, -2.483], [2.830, -1.625, -2.075], [3.481, 0.381, -0.868], [2.321, 2.324, 0.575], [-0.547, 2.582, 1.478], [-3.972, 4.928, 0.477], [-2.625, 4.223, 1.382], [-1.735, 5.249, -0.599], [-1.612, 3.510, -0.861], [-4.040, 5.056, -1.809], [-2.568, 5.106, -2.763], [-4.361, 3.375, -3.390], [-2.678, 2.871, -3.386], [-4.380, 1.268, -2.373], [-2.907, 1.551, -1.460], [-5.183, 1.520, -0.192], [-5.396, 3.164, -0.821], [-2.945, -0.670, 0.160], [-0.997, -1.746, -0.980]], "e_tot_ha": -1623.04348, "smiles": "CN(C)CCNC(=O)Cn1ccc2cc(S(=O)(=O)N3CCCCCC3)ccc21", "e_homo_ev": -8.5, "orbital_gap_ha": 0.3345, "spin_multiplicity": 1}

(2)
{"formula": "C33H46IN9O2PSe2Zr", "method": "ωB97M-V/def2-TZVPD", "elements": ["Zr", "C", "N", "C", "C", "N", "C", "C", "N", "C", "C", "N", "C", "N", "C", "C", "C", "N", "C", "H", "H", "H", "H", "H", "H", "H", "H", "H", "H", "H", "H", "H", "H", "H", "H", "H", "H", "H", "H", "H", "H", "H", "H", "Se", "P", "Se", "C", "C", "C", "C", "C", "C", "C", "C", "C", "C", "C", "C", "H", "H", "H", "H", "H", "H", "H", "H", "H", "H", "O", "C", "C", "C", "C", "O", "N", "H", "H", "H", "H", "I", "C", "H", "H", "C", "C", "N", "C", "C", "N", "H", "H", "H", "H", "H", "H"], "xyz": [[1.179, 0.390, -0.388], [-0.871, -2.265, 0.587], [-1.754, -1.210, 1.022], [-3.030, -1.640, 1.581], [-3.462, -0.417, 2.365], [-2.193, 0.274, 2.612], [-2.309, 1.527, 3.344], [-1.290, -0.105, 1.678], [-0.116, 0.418, 1.370], [0.488, 1.453, 2.212], [1.222, 0.873, 3.424], [1.908, -0.323, 3.008], [2.866, -0.897, 3.632], [3.536, -0.631, 4.815], [3.655, 0.672, 5.442], [4.712, -1.488, 4.913], [4.325, -2.669, 4.043], [3.435, -2.047, 3.081], [2.612, -2.918, 2.277], [-0.687, -2.980, 1.397], [0.083, -1.855, 0.274], [-1.291, -2.773, -0.280], [-2.874, -2.508, 2.233], [-3.732, -1.907, 0.791], [-3.947, -0.661, 3.308], [-4.112, 0.233, 1.774], [-3.149, 1.411, 4.026], [-2.514, 2.366, 2.678], [-1.430, 1.722, 3.948], [-0.230, 2.218, 2.495], [1.216, 1.998, 1.604], [0.504, 0.653, 4.225], [1.871, 1.673, 3.781], [2.691, 1.049, 5.767], [4.137, 1.407, 4.790], [4.269, 0.552, 6.334], [4.895, -1.769, 5.950], [5.601, -0.977, 4.525], [3.800, -3.438, 4.624], [5.182, -3.129, 3.551], [1.919, -2.307, 1.703], [3.238, -3.502, 1.600], [2.029, -3.611, 2.898], [-2.610, 2.464, -0.076], [-2.654, 1.038, -1.636], [-0.828, -0.160, -2.094], [-3.139, 1.801, -3.219], [-2.660, 1.362, -4.448], [-3.115, 1.944, -5.623], [-4.056, 2.962, -5.576], [-4.541, 3.400, -4.352], [-4.084, 2.825, -3.177], [-3.937, -0.235, -1.341], [-5.032, 0.092, -0.545], [-6.038, -0.837, -0.319], [-5.960, -2.100, -0.889], [-4.879, -2.426, -1.696], [-3.874, -1.498, -1.925], [-1.926, 0.568, -4.494], [-2.733, 1.601, -6.575], [-4.410, 3.415, -6.493], [-5.273, 4.196, -4.310], [-4.445, 3.183, -2.221], [-5.084, 1.076, -0.095], [-6.885, -0.571, 0.299], [-6.744, -2.825, -0.712], [-4.819, -3.406, -2.154], [-3.036, -1.765, -2.557], [0.796, 2.475, -0.607], [1.731, 2.704, -1.442], [2.286, 4.029, -1.846], [3.525, 3.606, -2.640], [3.473, 2.080, -2.662], [4.269, 1.342, -3.176], [2.331, 1.651, -1.961], [2.494, 4.629, -0.960], [1.539, 4.561, -2.437], [4.456, 3.898, -2.155], [3.552, 3.983, -3.661], [4.049, 1.604, 1.018], [3.286, -0.227, 0.139], [3.507, -0.986, 0.890], [3.930, -0.359, -0.729], [1.910, -0.520, -4.227], [1.967, -1.553, -3.159], [1.819, -1.419, -1.847], [2.060, -2.667, -1.292], [2.339, -3.556, -2.273], [2.276, -2.835, -3.440], [1.230, 0.279, -3.951], [1.565, -0.970, -5.158], [2.903, -0.097, -4.377], [2.049, -2.834, -0.228], [2.582, -4.602, -2.247], [2.455, -3.185, -4.365]], "e_tot_ha": -7417.35948, "e_homo_ev": -10.0, "total_charge": 1, "orbital_gap_ha": 0.2836, "spin_multiplicity": 1}

(3)
{"formula": "C52H124N4O12", "method": "ωB97M-V/def2-TZVPD", "elements": ["C", "C", "C", "C", "C", "C", "C", "C", "C", "N", "O", "H", "H", "H", "H", "H", "H", "H", "H", "H", "H", "H", "H", "H", "H", "H", "H", "H", "H", "H", "C", "C", "C", "C", "C", "C", "C", "C", "C", "N", "O", "H", "H", "H", "H", "H", "H", "H", "H", "H", "H", "H", "H", "H", "H", "H", "H", "H", "H", "H", "C", "C", "C", "C", "C", "C", "C", "C", "C", "N", "O", "H", "H", "H", "H", "H", "H", "H", "H", "H", "H", "H", "H", "H", "H", "H", "H", "H", "H", "H", "C", "C", "C", "C", "C", "C", "C", "C", "C", "N", "O", "H", "H", "H", "H", "H", "H", "H", "H", "H", "H", "H", "H", "H", "H", "H", "H", "H", "H", "H", "C", "C", "O", "H", "H", "H", "H", "H", "H", "C", "C", "O", "H", "H", "H", "H", "H", "H", "C", "C", "O", "H", "H", "H", "H", "H", "H", "C", "C", "O", "H", "H", "H", "H", "H", "H", "C", "C", "O", "H", "H", "H", "H", "H", "H", "C", "C", "O", "H", "H", "H", "H", "H", "H", "C", "C", "O", "H", "H", "H", "H", "H", "H", "C", "C", "O", "H", "H", "H", "H", "H", "H"], "xyz": [[-3.317, -19.446, 14.735], [-3.140, -18.099, 15.610], [-2.752, -18.421, 17.027], [-1.969, -17.411, 14.915], [-1.726, -15.964, 15.264], [-3.074, -15.249, 15.108], [-4.324, -15.812, 15.911], [-4.159, -15.699, 17.450], [-5.589, -15.050, 15.363], [-4.399, -17.215, 15.519], [-5.594, -17.923, 15.958], [-4.046, -20.125, 15.177], [-3.708, -19.135, 13.766], [-2.365, -19.968, 14.644], [-2.332, -19.379, 17.331], [-2.061, -17.733, 17.515], [-3.713, -18.510, 17.534], [-1.044, -17.848, 15.292], [-1.994, -17.390, 13.826], [-1.220, -15.811, 16.217], [-0.999, -15.561, 14.559], [-3.376, -15.200, 14.062], [-2.931, -14.186, 15.301], [-4.718, -14.805, 17.730], [-3.114, -15.831, 17.729], [-4.726, -16.505, 17.916], [-5.857, -15.134, 14.310], [-5.371, -13.988, 15.469], [-6.428, -15.382, 15.975], [-6.038, -18.234, 15.165], [-6.020, -16.431, 22.987], [-4.520, -16.423, 23.464], [-4.285, -16.913, 24.882], [-3.804, -17.405, 22.510], [-3.603, -16.893, 21.089], [-2.758, -15.611, 21.213], [-3.443, -14.530, 22.063], [-2.382, -13.471, 22.338], [-4.603, -13.995, 21.315], [-3.806, -15.127, 23.378], [-4.456, -14.184, 24.217], [-6.282, -16.471, 21.929], [-6.545, -17.213, 23.536], [-6.411, -15.581, 23.546], [-3.342, -17.430, 25.057], [-4.354, -16.129, 25.637], [-5.152, -17.514, 25.158], [-2.950, -17.879, 22.995], [-4.420, -18.284, 22.322], [-3.119, -17.708, 20.552], [-4.487, -16.525, 20.568], [-2.588, -15.216, 20.212], [-1.850, -15.901, 21.742], [-1.435, -13.929, 22.623], [-2.504, -12.691, 23.090], [-2.065, -12.919, 21.453], [-4.418, -13.431, 20.401], [-5.094, -13.143, 21.784], [-5.339, -14.659, 20.863], [-3.893, -14.142, 24.993], [-1.841, -8.032, 23.280], [-2.928, -8.777, 22.344], [-2.279, -9.529, 21.219], [-3.834, -9.788, 23.179], [-5.153, -10.276, 22.602], [-5.999, -9.021, 22.467], [-5.393, -7.914, 21.513], [-5.531, -8.299, 19.919], [-6.300, -6.667, 21.720], [-3.899, -7.718, 21.935], [-3.229, -6.553, 21.405], [-2.329, -7.666, 24.183], [-1.158, -8.800, 23.643], [-1.209, -7.307, 22.766], [-1.571, -8.865, 20.723], [-1.743, -10.373, 21.654], [-3.003, -9.762, 20.438], [-3.416, -10.784, 23.325], [-3.877, -9.335, 24.170], [-5.159, -10.822, 21.659], [-5.704, -10.878, 23.325], [-5.984, -8.526, 23.439], [-7.019, -9.226, 22.142], [-6.558, -8.410, 19.569], [-5.010, -9.255, 19.872], [-4.865, -7.680, 19.319], [-6.186, -6.289, 22.736], [-7.281, -7.135, 21.641], [-6.234, -5.825, 21.030], [-3.251, -5.905, 22.113], [-6.336, -5.509, 16.765], [-6.375, -6.441, 15.526], [-4.954, -6.880, 15.241], [-7.165, -7.674, 15.910], [-7.590, -8.644, 14.825], [-8.372, -7.931, 13.626], [-7.633, -6.681, 13.165], [-6.458, -7.032, 12.238], [-8.714, -5.858, 12.349], [-7.145, -5.901, 14.402], [-6.683, -4.693, 13.992], [-6.023, -6.054, 17.655], [-5.689, -4.700, 16.424], [-7.373, -5.193, 16.876], [-4.903, -7.624, 14.446], [-4.486, -5.974, 14.857], [-4.381, -7.069, 16.149], [-6.656, -8.175, 16.734], [-8.083, -7.344, 16.395], [-6.663, -9.033, 14.405], [-8.168, -9.495, 15.185], [-9.365, -7.724, 14.025], [-8.245, -8.794, 12.972], [-5.700, -6.278, 12.023], [-6.763, -7.341, 11.239], [-5.936, -7.861, 12.717], [-8.437, -4.885, 11.943], [-9.596, -5.643, 12.953], [-9.099, -6.424, 11.500], [-7.464, -4.170, 14.190], [-10.587, -10.601, 18.900], [-10.420, -11.051, 17.460], [-10.719, -12.466, 17.307], [-9.795, -11.036, 19.510], [-11.587, -10.830, 19.267], [-10.410, -9.527, 18.844], [-9.518, -10.541, 17.120], [-11.063, -10.481, 16.789], [-10.960, -12.765, 16.428], [-8.416, -12.883, 13.971], [-9.820, -13.412, 13.764], [-10.787, -12.991, 14.725], [-7.996, -13.568, 14.708], [-8.313, -11.861, 14.333], [-7.774, -12.948, 13.092], [-9.860, -14.439, 13.399], [-10.053, -12.784, 12.905], [-11.620, -13.440, 14.567], [-0.820, -8.991, 18.159], [-2.174, -8.361, 17.682], [-2.718, -9.241, 16.768], [-1.074, -9.833, 18.803], [0.007, -8.345, 18.452], [-0.437, -9.431, 17.238], [-1.970, -7.367, 17.285], [-2.767, -8.106, 18.560], [-3.667, -9.104, 16.725], [-6.027, -12.382, 17.914], [-6.354, -10.958, 17.503], [-5.256, -10.338, 16.822], [-4.987, -12.469, 18.230], [-6.397, -13.011, 17.104], [-6.630, -12.845, 18.694], [-6.699, -10.363, 18.348], [-7.238, -10.896, 16.868], [-4.715, -10.873, 16.238], [-10.461, -16.229, 18.156], [-9.186, -15.764, 17.485], [-8.790, -14.577, 18.120], [-10.731, -17.271, 17.987], [-11.291, -15.612, 17.811], [-10.327, -16.206, 19.238], [-9.160, -15.471, 16.435], [-8.377, -16.486, 17.376], [-9.396, -13.867, 17.896], [-4.416, -11.164, 12.632], [-4.053, -12.297, 13.663], [-3.611, -11.685, 14.882], [-5.110, -10.491, 13.136], [-4.781, -11.430, 11.640], [-3.561, -10.559, 12.331], [-3.221, -12.731, 13.109], [-4.805, -13.085, 13.713], [-3.143, -10.891, 14.613], [-1.363, -12.687, 17.335], [-0.199, -12.795, 18.330], [-0.035, -14.181, 18.835], [-1.017, -13.113, 16.393], [-1.515, -11.628, 17.129], [-2.242, -13.196, 17.730], [-0.438, -12.219, 19.224], [0.750, -12.484, 17.892], [-0.052, -14.164, 19.795], [-9.632, -12.644, 22.789], [-9.002, -13.335, 21.558], [-10.043, -14.270, 21.139], [-9.069, -11.722, 22.931], [-9.517, -13.304, 23.648], [-10.683, -12.357, 22.808], [-8.104, -13.797, 21.969], [-8.797, -12.641, 20.743], [-9.895, -14.530, 20.227]], "e_tot_ha": -3177.08661, "smiles": "CC1(C)CCCC(C)(C)N1O.CC1(C)CCCC(C)(C)N1O.CC1(C)CCCC(C)(C)N1O.CC1(C)CCCC(C)(C)N1O.CCO.CCO.CCO.CCO.CCO.CCO.CCO.CCO", "e_homo_ev": -7.9, "orbital_gap_ha": 0.3014, "spin_multiplicity": 1}

(4)
{"formula": "C24H32FN3O3S", "method": "ωB97M-V/def2-TZVPD", "elements": ["C", "C", "C", "C", "C", "C", "N", "C", "C", "C", "N", "C", "O", "C", "C", "C", "C", "C", "N", "S", "O", "O", "C", "C", "C", "C", "F", "C", "C", "C", "C", "C", "H", "H", "H", "H", "H", "H", "H", "H", "H", "H", "H", "H", "H", "H", "H", "H", "H", "H", "H", "H", "H", "H", "H", "H", "H", "H", "H", "H", "H", "H", "H", "H"], "xyz": [[1.269, 0.357, -2.023], [2.706, -0.094, -1.775], [3.302, -0.800, -2.995], [2.647, -2.161, -3.216], [3.303, -2.906, -4.374], [2.750, -2.974, -1.926], [2.119, -2.285, -0.813], [2.073, -3.143, 0.364], [0.829, -4.041, 0.337], [-0.333, -3.421, 1.116], [-0.568, -2.049, 0.735], [-0.363, -1.029, 1.596], [-0.062, -1.186, 2.766], [-0.589, 0.334, 1.028], [-1.619, 0.597, 0.132], [-1.863, 1.893, -0.279], [-1.082, 2.944, 0.189], [-1.438, 4.355, -0.184], [-2.745, 4.649, 0.385], [-2.802, 4.632, 2.069], [-3.932, 5.439, 2.424], [-1.519, 4.963, 2.622], [-3.177, 2.919, 2.412], [-4.308, 2.375, 1.834], [-4.609, 1.043, 2.056], [-3.758, 0.298, 2.858], [-4.039, -1.004, 3.051], [-2.636, 0.841, 3.461], [-2.351, 2.177, 3.232], [-0.037, 2.677, 1.062], [0.200, 1.383, 1.486], [2.789, -1.021, -0.558], [0.930, 1.000, -1.215], [0.607, -0.502, -2.077], [1.201, 0.912, -2.956], [3.310, 0.794, -1.559], [3.181, -0.175, -3.883], [4.374, -0.947, -2.835], [1.588, -2.015, -3.447], [2.821, -3.868, -4.535], [4.357, -3.081, -4.167], [3.226, -2.326, -5.290], [2.257, -3.939, -2.062], [3.818, -3.171, -1.711], [2.035, -2.517, 1.258], [2.983, -3.759, 0.435], [0.526, -4.195, -0.700], [1.053, -5.015, 0.772], [-1.246, -4.004, 0.954], [-0.110, -3.408, 2.186], [-0.613, -1.852, -0.252], [-2.254, -0.205, -0.216], [-2.679, 2.103, -0.954], [-1.512, 4.461, -1.270], [-0.676, 5.046, 0.198], [-3.147, 5.514, 0.054], [-4.933, 2.999, 1.217], [-5.479, 0.578, 1.621], [-1.996, 0.220, 4.067], [-1.490, 2.651, 3.672], [0.567, 3.490, 1.435], [0.989, 1.171, 2.192], [2.302, -0.541, 0.294], [3.853, -1.179, -0.301]], "e_tot_ha": -1821.80617, "smiles": "C[C@@H]1C[C@@H](C)CN(CCCNC(=O)c2ccc(CNS(=O)(=O)c3ccc(F)cc3)cc2)C1", "e_homo_ev": -8.7, "orbital_gap_ha": 0.3335, "spin_multiplicity": 1}

(5)
{"formula": "C21H20BF7N4O3STi", "method": "ωB97M-V/def2-TZVPD", "elements": ["Ti", "C", "F", "F", "F", "S", "O", "O", "O", "B", "F", "F", "F", "F", "N", "C", "C", "C", "C", "C", "H", "H", "H", "H", "H", "N", "C", "C", "C", "C", "C", "H", "H", "H", "H", "H", "N", "C", "C", "C", "C", "C", "H", "H", "H", "H", "H", "N", "C", "C", "C", "C", "C", "H", "H", "H", "H", "H"], "xyz": [[0.232, 0.057, 0.114], [-2.032, -3.908, -1.464], [-2.952, -3.005, -1.865], [-2.696, -5.005, -1.155], [-1.305, -4.226, -2.535], [-1.045, -3.222, -0.008], [-0.554, -1.985, -0.524], [-2.090, -3.088, 0.958], [-0.024, -4.225, 0.098], [1.650, 3.422, 0.267], [2.921, 2.923, 0.350], [0.729, 2.244, 0.229], [1.300, 4.164, 1.372], [1.406, 4.080, -0.933], [-1.005, 0.757, -1.753], [-1.775, -0.021, -2.498], [-2.292, 0.397, -3.717], [-1.998, 1.691, -4.191], [-1.204, 2.477, -3.382], [-0.726, 1.980, -2.185], [-2.040, -0.995, -2.148], [-2.984, -0.227, -4.280], [-2.456, 2.108, -5.074], [-1.010, 3.506, -3.675], [-0.083, 2.602, -1.556], [1.881, -0.198, -1.225], [2.401, -1.433, -1.374], [3.545, -1.692, -2.059], [4.228, -0.651, -2.648], [3.725, 0.617, -2.487], [2.571, 0.816, -1.759], [1.822, -2.256, -0.960], [3.867, -2.713, -2.168], [5.162, -0.838, -3.160], [4.187, 1.468, -2.976], [2.151, 1.817, -1.675], [-1.681, 0.650, 1.292], [-2.746, -0.121, 1.452], [-3.704, 0.123, 2.408], [-3.623, 1.236, 3.232], [-2.555, 2.074, 2.994], [-1.619, 1.764, 2.035], [-2.755, -1.019, 0.853], [-4.505, -0.595, 2.478], [-4.367, 1.447, 3.979], [-2.485, 3.008, 3.525], [-0.821, 2.464, 1.927], [0.969, -0.434, 1.782], [1.253, -1.703, 2.172], [1.753, -2.029, 3.419], [2.000, -1.049, 4.409], [1.683, 0.238, 3.974], [1.179, 0.565, 2.709], [1.360, -2.409, 1.345], [2.088, -3.062, 3.524], [2.343, -1.225, 5.411], [1.795, 1.055, 4.668], [0.931, 1.582, 2.459]], "e_tot_ha": -3228.92417, "e_homo_ev": [-1.8, -5.8], "total_charge": -1, "orbital_gap_ha": [0.1589, 0.3064], "spin_multiplicity": 4}